Record 1
16
Properties=species:S:1:pos:R:3:forces:R:3:mulliken_charge:R:1 method="wB97M-V/def2-TZVPD" lumo_ha=0.02012 gap_ev=8.2 total_energy_ha=-757.04309 homo_energy_ev=-7.67 de_lowest_kcal_mol=64.2 smiles=Cc1nnn2c1SCC2
C -2.8581 1.2480 0.2394 4.1143 4.6512 1.3664 -1.027
C -1.8251 0.2256 0.1588 5.7128 1.0508 -0.5661 0.596
N -1.9986 -1.0324 0.1628 -1.0425 -0.4191 0.0221 -0.165
N -0.9867 -1.7945 0.1245 2.3711 -2.1737 0.0291 -1.046
N 0.1729 -1.0293 0.0412 -1.9822 2.8148 0.6351 0.636
C -0.0247 0.2865 0.0546 -4.9665 -0.6698 -0.0049 0.108
S 1.4313 1.2452 0.0345 -0.1054 -0.6229 -0.2558 -0.131
C 2.4703 -0.3260 -0.1190 -3.7928 0.6368 0.9398 -0.629
C 1.5027 -1.3958 0.3920 1.2846 -0.9440 0.3178 -0.559
H -3.7512 0.7829 0.3296 -3.0101 -1.1799 -0.3228 0.374
H -2.6985 1.8377 1.2823 -0.4310 -1.0627 -2.3536 0.205
H -2.6919 2.0315 -0.6020 -0.9117 -1.3563 1.3865 0.247
H 3.2687 -0.1239 0.4878 2.0733 -0.0498 1.5387 0.410
H 2.7438 -0.5441 -1.0725 0.8241 -0.0638 -2.9530 0.343
H 1.6572 -2.3872 0.0095 0.5615 -0.4421 -0.3051 0.367
H 1.6782 -1.4291 1.4592 -0.6997 -0.1695 0.5257 0.272

***

Record 2
12
Properties=species:S:1:pos:R:3:forces:R:3:mulliken_charge:R:1 method="wB97M-V/def2-TZVPD" lumo_ha=-0.01441 gap_ev=8.5 total_energy_ha=-952.31782 homo_energy_ev=-8.91 de_lowest_kcal_mol=32.4 smiles="C=C[C@H](S)C=S"
C -0.9401 -1.5496 -0.4846 1.1525 0.4852 0.7042 -0.656
C -1.0752 -0.2769 -0.0961 -0.5098 -0.0365 -0.5686 -0.207
C -0.0486 0.6512 0.5160 0.1131 0.6798 0.4206 0.016
S 0.0714 2.3088 -0.3501 0.0054 -1.0864 -0.7421 -0.180
C 1.3612 0.1329 0.7009 -0.7000 0.1544 1.2837 -0.237
S 2.4101 -0.0581 -0.4395 1.4094 -0.5069 -1.9471 -0.188
H -1.7328 -2.0861 -0.9966 0.0794 0.0810 0.2533 0.261
H 0.0137 -2.0746 -0.2644 -0.7657 0.2591 -0.4642 0.201
H -2.0421 0.2235 -0.2564 0.4606 -0.1715 0.0066 0.292
H -0.4196 1.0096 1.4849 -0.0118 -0.3428 -0.0211 0.263
H 0.6174 1.7789 -1.5027 -0.3657 0.4301 0.7622 0.154
H 1.7846 -0.0595 1.6885 -0.8674 0.0546 0.3125 0.280

***

Record 3
16
Properties=species:S:1:pos:R:3:forces:R:3:mulliken_spin:R:1 method="wB97M-V/def2-TZVPD" s2=0.755 charge=+2 lumo_ha="-0.28969 / -0.50245" gap_ev="13.0 / 7.0" total_energy_ha=-321.00205 homo_energy_ev="-20.92 / -20.67" de_lowest_kcal_mol=0.0 multiplicity=2
C -0.2221 2.0013 1.3913 -0.2466 -0.4237 -0.2687 0.000
N 0.8560 1.6446 0.3900 0.0881 0.3176 0.4342 0.005
H -0.1137 1.3375 2.2446 0.1568 0.2660 0.1616 0.000
H -0.1171 3.0490 1.6382 0.0351 0.0639 0.2178 0.001
H -1.1970 1.8176 0.9466 0.0461 0.1274 -0.1533 0.000
H 0.8096 0.6547 0.0988 0.1882 1.0007 0.0489 0.003
H 1.7705 1.8282 0.8157 0.0527 -0.2242 -0.0206 0.000
H 0.8242 2.2599 -0.4278 -0.1746 -0.1847 -0.1306 0.000
N -0.2304 -2.3087 0.1910 0.3854 1.3743 -0.0753 0.114
C 0.0387 -1.6049 -0.9245 -1.0083 -0.6377 -0.4318 -0.037
N -0.8043 -1.6004 -1.9526 0.9185 -0.5533 0.1218 0.030
O 1.1117 -0.8756 -0.9674 -0.0807 -0.5501 0.1823 0.891
H 0.3438 -2.0645 0.9939 0.0695 -0.6218 0.1190 -0.002
H -1.2223 -2.4134 0.3964 0.0583 -0.3116 0.0873 -0.004
H -0.4305 -1.3129 -2.8542 -0.2874 0.1978 -0.0399 -0.003
H -1.4172 -2.4124 -1.9798 -0.2012 0.1592 -0.2528 0.001

***

Record 4
45
Properties=species:S:1:pos:R:3:forces:R:3:mulliken_charge:R:1 method="wB97M-V/def2-TZVPD" charge=-1 lumo_ha=0.09278 gap_ev=6.5 total_energy_ha=-3496.16554 homo_energy_ev=-4.00 de_lowest_kcal_mol=0.0
Ag 0.7019 -1.7789 -0.1289 -0.0519 0.0263 -0.0532 -0.567
C -1.5365 0.9760 4.0291 -0.0028 -0.0030 -0.0076 -0.624
C -0.8010 0.1072 3.2053 0.0153 0.0106 0.0026 -0.407
N -0.1314 0.4986 2.1490 0.0361 -0.0082 0.0439 -0.148
C -0.1543 1.8043 1.8266 0.0198 0.0087 0.0125 -0.073
C -0.8393 2.7620 2.5944 0.0089 0.0081 -0.0008 1.288
C -1.5455 2.3099 3.7216 -0.0101 -0.0038 0.0022 -0.671
C -0.8052 4.1479 2.2182 -0.0092 -0.0088 0.0022 -1.000
C -0.1284 4.5489 1.1240 0.0104 -0.0018 -0.0092 -0.847
C 0.5609 3.5999 0.2956 -0.0072 0.0129 0.0045 1.302
C 1.2531 3.9786 -0.8684 -0.0090 0.0007 -0.0039 -0.843
C 1.8662 3.0184 -1.6270 -0.0125 -0.0004 -0.0026 -0.815
C 1.7723 1.6747 -1.2201 0.0261 -0.0315 -0.0020 -0.097
N 1.1343 1.2982 -0.1366 0.0700 0.0345 0.0640 0.232
C 0.5474 2.2345 0.6254 -0.0472 -0.0037 -0.0326 -0.140
H -2.0764 0.5885 4.8828 0.0002 -0.0004 -0.0003 0.379
H -0.7654 -0.9554 3.4260 -0.0059 -0.0013 0.0008 0.423
H -2.0927 3.0225 4.3286 0.0017 0.0001 0.0016 0.378
H -1.3384 4.8627 2.8345 0.0013 -0.0001 0.0019 0.348
H -0.1025 5.5951 0.8411 0.0008 0.0008 0.0003 0.352
H 1.2867 5.0251 -1.1507 0.0026 0.0010 0.0012 0.377
H 2.4099 3.2697 -2.5278 -0.0039 -0.0036 -0.0039 0.452
H 2.2425 0.8868 -1.8039 -0.0121 0.0273 -0.0042 0.151
N 1.9019 -2.6001 -3.1318 -0.0616 0.0717 0.0727 -0.448
C 2.8960 -1.8230 -2.5881 0.2682 -0.2480 -0.2093 0.585
O 3.2716 -0.7999 -3.1452 -0.0954 0.0692 0.0938 -0.685
C 3.5140 -2.3528 -1.3200 -0.0305 0.0663 0.0838 -0.461
C 2.8540 -1.6791 -0.0968 -0.0170 -0.0282 -0.0782 -1.110
H 1.3093 -2.1183 -3.7902 -0.0143 -0.0059 -0.0056 0.265
H 1.4154 -3.2136 -2.4922 -0.0074 0.0339 0.0013 0.176
H 4.5940 -2.1706 -1.3936 -0.0152 0.0294 -0.0051 0.306
H 3.3599 -3.4349 -1.2768 0.0026 0.0126 -0.0036 0.268
H 3.1585 -0.6276 -0.0776 -0.0056 -0.0082 0.0252 0.258
H 3.2732 -2.1347 0.8063 -0.0226 -0.0124 0.0163 0.524
Cl -0.4451 -4.8001 -0.7911 -0.0141 -0.0125 0.0019 -0.206
C -1.7191 -3.5896 -0.8089 0.0227 -0.0104 0.0003 1.398
C -1.3774 -2.2661 -0.5514 -0.0040 -0.0214 0.0320 -1.696
C -2.4469 -1.3796 -0.6287 -0.0092 -0.0085 0.0097 1.479
Cl -2.1444 0.3232 -0.3771 -0.0338 0.0007 -0.0612 -0.181
C -3.7593 -1.7599 -0.9065 -0.0015 -0.0072 0.0037 -0.499
Cl -5.0458 -0.6016 -0.9675 0.0090 0.0021 -0.0014 -0.205
C -4.0432 -3.1026 -1.1376 -0.0017 0.0115 0.0118 0.761
Cl -5.6614 -3.6099 -1.4763 0.0067 -0.0008 -0.0029 -0.214
C -3.0089 -4.0318 -1.0946 0.0039 0.0010 0.0014 -0.556
Cl -3.3546 -5.7023 -1.3928 -0.0007 0.0006 -0.0042 -0.208

***

Record 5
11
Properties=species:S:1:pos:R:3:forces:R:3:mulliken_charge:R:1 method="wB97M-V/def2-TZVPD" lumo_ha=-0.00729 gap_ev=9.2 total_energy_ha=-609.08920 homo_energy_ev=-9.35 de_lowest_kcal_mol=37.2
C 0.8146 0.2348 -0.6287 0.3186 -0.3448 0.2815 -0.062
C -1.6401 -0.4592 -0.4503 1.5869 2.0207 -2.0620 -1.056
C -0.3543 0.1462 -0.0009 0.5374 2.0586 4.1544 0.119
O 1.9885 0.8373 -0.1673 -0.0786 0.9775 0.9386 -0.308
O 1.9086 -0.3983 1.9427 -0.4263 -1.4541 1.7533 -0.385
P 2.5465 0.7669 1.3920 -0.0366 0.6729 -2.2123 0.406
H 1.0791 -0.2046 -1.5853 -0.6868 -0.1088 -0.0984 0.338
H -1.7047 -1.4861 -0.4886 0.2463 -2.4329 0.3637 0.301
H -1.7852 -0.1395 -1.4980 -0.3834 0.0423 0.4011 0.291
H -2.3734 -0.0787 0.1728 -1.7674 0.6298 0.8475 0.339
H -0.4797 0.7812 1.3116 0.6898 -2.0612 -4.3673 0.017

***

Record 6
97
Properties=species:S:1:pos:R:3:forces:R:3:mulliken_spin:R:1 method="wB97M-V/def2-TZVPD" s2=8.770 lumo_ha="0.00993 / -0.03361" gap_ev="8.9 / 7.2" total_energy_ha=-2967.07543 homo_energy_ev="-8.66 / -8.08" de_lowest_kcal_mol=72.6 multiplicity=6
Fe 1.5254 2.8025 -0.3617 1.3278 -5.4402 0.9024 4.152
C 1.7503 1.2416 3.5101 -1.1613 -1.7720 0.9638 -0.001
C 2.6671 2.1019 2.7701 1.2710 1.4588 -0.2346 -0.010
O 2.3389 2.4003 1.4781 -1.7544 1.6208 -3.0682 0.243
H 2.0383 1.2392 4.5614 0.5478 -0.6062 0.0858 0.000
H 1.6711 0.2414 3.0843 0.1244 -0.2195 0.2401 0.004
H 0.7212 1.5766 3.6395 -0.1351 0.5814 -0.7853 -0.001
H 3.7170 1.8150 2.7118 0.1727 -1.1353 0.4143 0.015
H 2.7866 2.9266 3.4727 -0.2344 1.3612 -0.3889 0.018
C 0.1905 -1.0301 0.7329 -0.3544 0.5848 -0.0588 0.023
C -0.1788 -0.2018 -0.5324 1.7591 0.9408 1.4421 -0.022
O 0.1119 1.1872 -0.4406 0.1436 0.7660 0.0452 0.159
H -0.0349 -2.0788 0.5393 -0.1491 -0.1670 0.0591 0.003
H -0.3985 -0.6888 1.5842 -0.1380 -0.0753 0.0478 -0.012
H 1.2254 -0.9632 1.0687 0.1741 0.2055 -0.4529 -0.005
H -1.2605 -0.2916 -0.6322 -0.2064 -0.3925 -0.5609 0.034
H 0.3894 -0.6730 -1.3345 -0.3517 0.0103 -0.6311 -0.010
C 3.2002 0.8369 -3.5482 -0.8852 -0.6515 -1.8011 0.006
C 3.8193 1.1574 -2.2915 0.2758 0.9573 2.6018 -0.022
O 3.0167 1.9491 -1.4459 -2.0552 2.0152 1.0797 0.317
H 3.1703 1.7195 -4.1871 -0.6194 0.0731 -0.0774 -0.002
H 2.2397 0.3818 -3.3065 -0.3201 0.1753 -0.6088 -0.002
H 3.8080 0.1204 -4.1007 0.0108 -0.2351 -0.0108 0.000
H 4.7222 1.7294 -2.5049 0.5586 -0.2570 0.4660 0.026
H 3.9783 0.2542 -1.7023 0.7678 -0.1407 -0.1406 0.013
C 1.9887 -2.7891 -3.1113 0.4587 0.7954 0.5065 0.000
C 1.7103 -3.5594 -1.8379 -0.0913 -1.1025 -0.4135 0.000
O 0.4350 -4.1289 -1.9849 -1.4610 -0.7205 0.1604 0.000
H 2.9931 -2.3657 -3.1168 0.0834 -0.0323 0.0718 0.000
H 1.3018 -1.9510 -3.2290 -0.0924 -0.0224 0.1038 0.001
H 1.8974 -3.4153 -3.9988 -0.0803 -0.2650 0.2216 0.000
H 1.5817 -3.1122 -0.8522 1.3797 1.1513 -0.2928 0.000
H 2.3193 -4.4608 -1.7690 1.0682 0.4637 0.1822 0.000
H 0.2043 -4.3722 -1.0854 -0.6336 -0.3545 -0.1255 0.000
C -3.4561 0.3131 1.8189 0.2555 0.0775 -0.3163 -0.001
C -3.5738 1.1109 0.5425 -1.0063 0.0707 1.1216 0.001
O -2.4877 1.9921 0.4180 -0.1472 0.8352 -0.1029 0.000
H -3.4858 0.9222 2.7223 0.5045 0.4338 -0.2152 0.000
H -2.4807 -0.1466 1.6596 -0.2584 -0.8878 1.0100 0.000
H -4.3510 -0.2946 1.9529 0.4478 -0.7257 -0.3196 0.000
H -4.5257 1.6164 0.7053 -0.0058 0.6619 -1.0590 0.000
H -3.5668 0.4603 -0.3320 -0.5531 -0.0681 0.0265 0.000
H -1.8554 1.5325 -0.1393 1.0618 0.1197 -0.0692 -0.005
C -3.5610 -2.7121 -0.3825 -1.0668 0.0033 -0.1649 -0.003
C -3.6304 -2.9749 1.1212 0.1063 0.4979 -0.4578 0.000
O -3.8853 -4.3258 1.3715 0.3416 -1.3222 0.1969 0.000
H -4.5702 -2.7984 -0.7853 -0.2798 0.5479 -0.0668 0.000
H -3.0691 -3.4416 -1.0259 0.6926 -0.2225 0.6824 0.000
H -3.1303 -1.7351 -0.6020 -0.1487 0.0664 -0.0220 -0.001
H -4.4089 -2.4379 1.6631 -0.0212 0.6236 -0.5295 0.000
H -2.6929 -2.6149 1.5451 0.2719 -0.4822 0.4160 0.000
H -4.7262 -4.4366 1.8212 0.1418 0.1153 -0.0467 0.000
C 4.4437 -1.2482 1.4120 1.3269 0.8547 -0.0270 0.001
C 5.8561 -1.4098 0.7150 -1.3771 -0.4885 1.0017 0.000
O 6.0880 -0.4679 -0.3129 -0.5127 0.0015 -0.2438 0.000
H 4.4940 -0.3032 1.9530 -0.3856 0.2162 -0.1558 0.000
H 4.2728 -1.9875 2.1945 0.3134 -0.3399 -0.1708 0.000
H 3.5686 -1.2452 0.7622 0.3068 0.0369 -0.3097 -0.002
H 5.8873 -2.4498 0.3904 0.3717 -0.0179 -0.4372 0.000
H 6.6304 -1.2513 1.4657 -0.0421 -0.2585 0.2854 0.000
H 6.6500 -0.8612 -0.9845 0.0146 -0.0324 0.0492 0.000
C -1.2261 -0.9507 4.5272 -0.7126 0.1528 -2.9096 0.000
C -0.8988 -0.9049 5.9206 1.1545 -0.7683 2.4946 0.000
O -1.8607 -1.5258 6.7582 -0.4957 0.0205 0.4205 0.000
H -1.8609 -0.1179 4.2246 0.2484 0.1887 -0.1834 0.000
H -1.7732 -1.8246 4.1735 0.0693 -0.3592 0.4785 0.000
H -0.2822 -0.9695 3.9824 -0.1348 0.4617 -0.4196 0.000
H -0.6965 0.1109 6.2602 -0.1918 0.1330 0.0934 0.000
H 0.0248 -1.4588 6.0882 0.3784 0.1318 -0.0574 0.000
H -1.4438 -2.3257 7.0866 -0.2987 0.0249 0.1000 0.000
C -1.4972 5.6433 1.3076 0.2337 0.9052 -0.8291 0.000
C -0.3777 4.6547 1.5081 0.6252 0.6636 2.1529 0.005
O -0.2292 3.8481 0.4022 0.2013 -0.8733 -1.7097 0.063
H -1.4578 6.4907 1.9921 -0.1316 -0.2433 0.2415 0.000
H -2.4917 5.1981 1.2774 0.0835 -0.2788 0.5061 0.000
H -1.4051 6.0735 0.3103 0.2309 0.1919 -0.1395 0.000
H -0.5881 4.0509 2.3908 -0.1051 -0.3120 0.0838 0.000
H 0.6362 5.0055 1.7009 -0.2591 0.9260 0.0701 0.001
H -1.0669 3.3795 0.3844 -0.3297 -1.1552 -0.7305 -0.003
C -2.8953 -2.4325 -4.8474 1.3232 -0.7315 -0.4159 0.000
C -1.7161 -2.5666 -3.8496 -1.4994 -0.3681 1.1000 0.000
O -1.8778 -3.8180 -3.1199 -0.6201 1.0319 -1.2877 0.000
H -3.8801 -2.6038 -4.4128 0.2508 0.0879 0.3321 0.000
H -2.7236 -3.2153 -5.5862 -0.2977 -0.1367 -0.1461 0.000
H -2.8979 -1.5018 -5.4149 0.0954 0.2058 0.2905 0.000
H -1.7919 -1.7514 -3.1300 0.0428 0.2528 0.2448 0.000
H -0.7054 -2.4972 -4.2518 -0.1976 -0.1347 -0.6180 0.000
H -1.0077 -4.0177 -2.7669 0.2926 -0.0774 0.1254 0.000
C -1.7689 3.1757 -2.7401 -1.6799 0.0926 0.3759 0.000
C -0.5483 3.9483 -3.0531 -0.3460 1.0604 0.3565 0.001
O 0.5915 3.2948 -2.5541 1.1244 0.1053 -0.2264 0.014
H -2.2399 3.5594 -1.8351 -0.0245 -0.0134 0.1090 0.000
H -1.6241 2.1138 -2.5409 0.2863 0.0131 -0.4906 -0.003
H -2.4840 3.3633 -3.5410 -0.2427 -0.4152 0.0061 0.000
H -0.6070 4.9338 -2.5911 -0.0166 0.1669 -0.0050 0.000
H -0.4370 4.1296 -4.1221 0.0832 -0.1577 -0.1064 0.001
H 1.0283 3.1041 -3.3874 1.1070 -0.6801 0.6747 0.001